1.
ORCA calculation (ωB97M-V with the def2-TZVPD basis set) on 2 unconnected molecules or ions with the total composition C8H20N2O2 in a non-equilibrium geometry.

Properties
Gap between HOMO and LUMO (alpha / beta) (eV): 8.4 / 8.4
SMILES string: CC(C)CC(C)(C)O/C=[NH+]\[O-].N
Calculated total energy (eV): -15693.1244

Atoms and positions in Å:
C 0.81025 0.06437 -3.05558
C -0.43770 -0.37715 -2.29583
C -0.99757 -1.64476 -2.94502
C -0.15839 -0.67302 -0.81467
C -0.14390 0.50534 0.17949
C 1.07922 1.40904 0.03737
C -1.42658 1.33823 0.13012
O 0.02321 -0.06909 1.49802
C -0.98314 -0.73047 2.05657
N -0.86419 -1.14231 3.41782
O 0.13489 -0.99574 4.17168
H 1.60459 -0.66990 -2.93529
H 0.58748 0.15495 -4.11692
H 1.17625 1.02531 -2.70769
H -1.19625 0.40718 -2.37112
H -1.17948 -1.48608 -4.00534
H -1.93795 -1.93617 -2.48401
H -0.29074 -2.46379 -2.83784
H 0.79805 -1.18999 -0.72709
H -0.92967 -1.36430 -0.46389
H 1.98667 0.81417 -0.01087
H 1.15304 2.05398 0.90916
H 0.99832 2.02618 -0.85075
H -2.31364 0.71235 0.07971
H -1.41696 1.98891 -0.73859
H -1.48752 1.96367 1.01814
H -1.93415 -0.91009 1.59273
H -1.67129 -1.67154 3.76012
N 2.47893 0.87376 3.50662
H 1.84884 0.48433 2.81421
H 2.79435 0.08200 4.05752
H 1.89504 1.42062 4.13119

2.
ORCA calculation (ωB97M-V with the def2-TZVPD basis set) on C8H20N4O2 in the gas phase in a non-equilibrium geometry.

Properties
Gap between HOMO and LUMO (eV): 8.3
SMILES string: CNCCCCCCN(C)N(O)N=O
Calculated total energy (eV): -18664.6968

Atoms and positions in Å:
C 4.24586 -1.53849 -0.68971
N 4.17888 -0.58411 0.50217
C 2.84157 -0.25767 1.05265
C 2.21445 0.93031 0.09020
C 0.90779 1.36795 0.68824
C 0.22208 2.22118 -0.43150
C -0.68440 1.64842 -1.57994
C -1.85934 0.76789 -1.25053
N -1.35219 -0.53158 -0.38105
C -0.84906 -1.58492 -1.30919
N -2.43216 -1.04239 0.57930
O -3.64234 -1.34862 -0.12927
N -2.79663 -0.09819 1.59294
O -1.79428 0.43757 1.93089
H 3.54319 -0.97540 -1.48041
H 5.50280 -1.51992 -1.10128
H 3.76907 -2.63685 -0.44795
H 4.95039 -0.82843 1.17912
H 2.14624 -1.20403 0.90796
H 2.89360 0.07741 2.11957
H 1.90023 0.68316 -1.02982
H 3.01674 1.88372 0.27187
H 1.04119 2.02943 1.49118
H 0.23958 0.61637 1.09274
H -0.35462 3.20517 -0.08849
H 1.24851 2.76790 -0.74598
H -1.42421 2.55620 -2.02836
H -0.09055 1.30259 -2.64798
H -2.63485 1.21188 -0.56395
H -2.42357 0.55025 -2.07724
H -1.40100 -1.92990 -2.20572
H 0.28698 -1.14159 -1.49794
H -0.68511 -2.48497 -0.62953
H -3.45066 -2.40877 -0.40562

3.
ORCA calculation (ωB97M-V with the def2-TZVPD basis set) on a gas-phase ion, C8H20NO2 (charge +1) in a non-equilibrium geometry.

Properties
Gap between HOMO and LUMO (eV): 11.4
SMILES string: CCO[C@@](O)(CC)C(C)(C)[NH3+]
Calculated total energy (eV): -14197.9099
Net charge: +1

Atoms and positions in Å:
C 3.35040 -1.33773 0.05919
C 2.27255 -0.19602 0.35720
O 0.97445 -0.61540 -0.14736
C -0.22830 0.07088 0.44806
O -0.54624 -0.27053 1.73481
C -0.10042 1.60337 0.15426
C 0.52588 2.40088 1.27694
C -1.38685 -0.42700 -0.52892
C -1.23639 -0.14214 -1.96057
C -2.93457 -0.16426 -0.26311
N -1.16446 -1.98356 -0.34057
H 3.63906 -1.61437 -0.90688
H 4.22646 -0.81608 0.44552
H 3.21247 -2.21712 0.68607
H 2.57403 0.75645 -0.16280
H 2.24072 -0.01756 1.44488
H -0.28339 0.33088 2.47048
H 0.46488 1.64998 -0.85341
H -1.08076 2.00715 -0.17204
H 0.29480 3.52546 1.19636
H 0.26567 2.05086 2.27959
H 1.63424 2.40357 1.15746
H -1.56991 0.95772 -2.06493
H -0.17326 -0.17059 -2.41853
H -1.89924 -0.71586 -2.52303
H -3.13915 -0.44536 0.82611
H -3.69720 -0.68459 -0.92885
H -3.13713 0.82220 -0.41825
H -1.64790 -2.59438 -1.00460
H -1.38113 -2.22033 0.61060
H -0.06934 -1.94653 -0.45372

4.
ORCA calculation (ωB97M-V with the def2-TZVPD basis set) on 2 unconnected molecules or ions with the total composition C8H20Si in a non-equilibrium geometry.

Properties
Gap between HOMO and LUMO (eV): 10.4
SMILES string: C=C(C)[SiH2]C.CC(C)C
Calculated total energy (eV): -16495.9038

Atoms and positions in Å:
C -2.18560 0.59916 0.08573
C -2.20359 -0.47552 0.79780
C -2.36851 -0.26146 2.26770
Si -2.03400 -2.27920 0.30569
C -0.38736 -2.72638 1.31810
H -2.52781 1.62740 0.37151
H -2.05036 0.59540 -0.98997
H -1.32370 -0.38392 2.65375
H -3.05634 -1.00357 2.65337
H -2.73284 0.74945 2.40290
H -3.08641 -2.93192 0.95149
H -2.04134 -2.46162 -1.11469
H 0.16419 -1.85384 1.67507
H -0.63386 -3.33251 2.24114
H 0.22241 -3.32430 0.71762
C 3.07015 0.85433 -1.09439
C 1.55524 0.77962 -0.91914
C 0.75655 1.10764 -2.21988
C 1.17128 1.79740 0.16753
H 3.28249 1.75297 -1.67744
H 3.51559 0.17021 -1.77431
H 3.57075 0.78969 -0.23647
H 1.13313 -0.14904 -0.58787
H -0.37821 1.22723 -2.01974
H 1.11624 2.10910 -2.49022
H 0.72143 0.45084 -3.12290
H 0.06143 1.91162 0.25235
H 1.62762 2.70805 0.06111
H 1.47093 1.41908 1.10904

5.
ORCA calculation (ωB97M-V with the def2-TZVPD basis set) on a molecular structure, C8H21AlN2O6 in a non-equilibrium geometry.

Properties
Gap between HOMO and LUMO (eV): 1.9
Calculated total energy (eV): -30468.2197
Net charge: +2

Atoms and positions in Å:
Al -2.14690 1.72211 -0.21078
N -2.07137 -0.79721 5.48511
O -1.90196 -0.28329 4.33974
O -2.67349 -1.84152 5.63033
O -1.77483 -0.21104 6.55001
C -3.31081 -5.37493 -1.73837
C -3.82794 -4.14135 -1.15862
O -2.65254 -3.33378 -0.75803
H -4.03933 -5.94517 -2.31471
H -3.11647 -6.12173 -0.96856
H -2.42621 -5.20183 -2.35124
H -4.68532 -4.16738 -0.48609
H -4.33796 -3.70565 -2.01777
H -2.12923 -4.00282 -0.31064
C 0.71021 3.41601 3.41818
O 0.99815 3.04502 2.08058
C 2.38491 2.89372 1.77420
C 2.82370 2.95881 0.28879
N 2.24812 1.91448 -0.64987
C 2.52533 1.99970 -2.11232
C 1.95831 0.70790 -2.79014
O 0.54601 0.51227 -2.57558
C 0.09582 -0.59844 -3.34320
H 1.20358 4.34338 3.70915
H 0.97615 2.60269 4.09338
H -0.37089 3.49217 3.53442
H 2.70543 1.94229 2.19860
H 2.86867 3.60001 2.44893
H 3.91020 2.97165 0.37507
H 2.49107 3.94613 -0.03159
H 2.73974 1.12061 -0.26492
H 3.60643 1.89959 -2.20893
H 2.17830 2.85283 -2.69527
H 2.50720 -0.17189 -2.45432
H 2.19929 0.85514 -3.84292
H 0.00019 -0.34389 -4.39873
H -0.85281 -1.01872 -3.00920
H 0.64127 -1.53589 -3.23468

6.
ORCA calculation (ωB97M-V with the def2-TZVPD basis set) on a molecular structure, C8H21AlO11S3 in a non-equilibrium geometry.

Properties
Gap between HOMO and LUMO (eV): 1.5
Calculated total energy (eV): -70231.6163
Net charge: +2

Atoms and positions in Å:
Al 2.06439 -4.34156 -4.17954
O 0.97863 -0.97934 -0.70398
H 0.79263 -0.04597 -0.48319
O -5.07422 -6.65069 0.12709
S -4.14826 -5.75183 0.84756
O -2.95219 -5.28360 0.22127
O -4.98806 -4.45817 1.42369
C -4.25865 -3.38756 2.01260
C -5.03683 -2.78127 3.23794
C -3.68826 -6.51225 2.44135
H -4.17715 -2.61283 1.25021
H -3.21605 -3.66820 2.16199
H -5.10969 -3.53859 4.01850
H -6.03086 -2.39351 3.01512
H -4.43983 -1.97678 3.66747
H -3.24587 -7.49864 2.30198
H -4.62264 -6.52393 3.00252
H -3.04691 -5.74638 2.87748
O 3.12901 2.33529 -6.14833
S 3.32208 3.80096 -5.98829
O 4.63246 4.37283 -6.31358
O 2.24220 4.53591 -6.90537
C 2.12898 5.92575 -6.72441
C 1.62870 6.56238 -8.02367
C 2.80510 4.25949 -4.33700
H 2.90030 6.49907 -6.21014
H 1.35379 6.03446 -5.96589
H 2.00227 7.58453 -7.96226
H 0.54147 6.49486 -8.06179
H 2.06517 6.03776 -8.87359
H 2.89365 5.34155 -4.23995
H 3.53959 3.87197 -3.63100
H 1.85621 3.83806 -4.00518
C 1.44790 0.27409 5.28000
C 2.07328 -1.08050 5.15671
O 2.94436 -1.17040 6.28802
S 2.73698 -0.12768 7.48067
O 3.99604 0.62882 7.82321
O 2.10424 -0.81529 8.63179
O 1.72670 0.78108 6.52512
H 0.38432 0.21549 5.04880
H 1.80725 0.97440 4.52598
H 2.63492 -1.17223 4.22706
H 1.30297 -1.85166 5.16283

Question: Look up the calculated total energy of the first one.
Answer: -15693.1244 eV